DFT (ωB97M-V with the def2-TZVPD basis set) results for C48H28N6RuS2 as an isolated structure.

E_LUMO (alpha / beta): -1.605 / -1.605 eV
Maximum force: 0.0581 Eh/bohr
Orbital gap (alpha / beta): 0.2175 / 0.2175 hartree

Structure (XYZ):
```
85
Properties=species:S:1:pos:R:3:mulliken_charge:R:1
Ru -0.60463 -0.10309 0.24531 -0.2336
C -7.09879 1.92802 -3.38767 -0.4163
C -5.89429 2.10465 -4.05461 -0.8052
C -4.69801 1.77783 -3.43277 -0.4072
C -4.68926 1.25981 -2.13997 -0.4255
C -5.90215 1.09658 -1.47400 -0.1461
C -7.09957 1.43006 -2.09170 -0.8380
C -3.41322 0.86845 -1.46529 1.7625
C -2.61401 -0.09740 -2.06544 0.3223
C -2.84440 -0.72242 -3.35951 -1.1750
C -1.81654 -1.55890 -3.58533 -1.5715
C -0.97694 -1.52298 -2.39792 -0.2428
C 0.03130 -2.44265 -2.12053 1.5062
C 0.62451 -3.17397 -3.27978 -0.3567
C 1.25639 -2.43234 -4.27688 -0.0140
C 1.82290 -3.06706 -5.37370 -0.9014
C 1.75816 -4.44906 -5.48884 -0.3760
C 1.12580 -5.19298 -4.50322 -0.8810
C 0.56356 -4.55964 -3.40378 -0.0845
C 0.48229 -2.71057 -0.82868 0.4084
N 0.20374 -1.94300 0.28606 0.1211
C 0.83205 -2.53698 1.35908 0.2410
C 1.02113 -1.97849 2.61850 1.7276
C 1.69896 -2.81786 3.65859 -1.0987
C 3.08870 -2.86870 3.72732 0.2036
C 3.71307 -3.59576 4.73196 -0.9026
C 2.95274 -4.27837 5.67284 -0.3493
C 1.56668 -4.24093 5.60077 -0.8248
C 0.94147 -3.51097 4.59695 0.2376
C 0.68038 -0.68066 2.96505 0.0145
C 1.03176 -0.02194 4.21347 -1.3958
C 0.52811 1.22419 4.15476 -1.6070
C -0.18289 1.32752 2.88991 0.2385
N -0.02575 0.18571 2.18235 0.6289
C -1.07838 2.34051 2.55353 1.6204
C -1.99661 2.23839 1.51914 0.6577
C -3.08292 3.14921 1.28793 -1.5958
C -3.77453 2.69410 0.22244 -1.3329
C -3.10789 1.51034 -0.26267 0.1336
N -2.03970 1.24097 0.55994 0.3720
C -1.11824 3.55500 3.42875 -1.0918
C -0.14862 4.54194 3.28842 -0.0039
C -0.15020 5.64572 4.13297 -0.8094
C -1.11335 5.76422 5.12512 -0.4058
C -2.08857 4.78427 5.26232 -0.7856
C -2.09234 3.68497 4.41448 0.1364
C 1.45041 -3.75710 0.91582 -1.3164
C 1.28451 -3.83591 -0.42307 -1.2795
N -1.47744 -0.61764 -1.51932 0.5826
H -8.03206 2.18080 -3.87445 0.3949
H -5.88523 2.50358 -5.06122 0.3828
H -3.75680 1.95631 -3.94009 0.5481
H -5.90439 0.68626 -0.47093 0.4727
H -8.03366 1.29887 -1.55998 0.3954
H -3.70249 -0.55926 -3.99037 0.5655
H -1.65614 -2.20353 -4.43478 0.5048
H 1.31413 -1.35489 -4.17538 0.5012
H 2.31809 -2.47998 -6.13665 0.3918
H 2.19496 -4.94397 -6.34697 0.3897
H 1.06084 -6.27026 -4.59336 0.3845
H 0.04209 -5.14366 -2.65458 0.5881
H 3.67561 -2.32418 2.99546 0.5038
H 4.79433 -3.62146 4.78559 0.3951
H 3.43998 -4.83401 6.46428 0.3812
H 0.96972 -4.77347 6.33058 0.3911
H -0.14049 -3.47074 4.54141 0.4665
H 1.58998 -0.47727 5.01651 0.5180
H 0.58187 2.00328 4.89908 0.5480
H -3.27691 4.03146 1.87707 0.5268
H -4.64127 3.14112 -0.23619 0.5227
H 0.59930 4.46105 2.50982 0.3273
H 0.60771 6.40942 4.01054 0.4333
H -1.10261 6.61577 5.79385 0.3855
H -2.84216 4.87126 6.03479 0.3965
H -2.85153 2.91781 4.51888 0.4688
H 1.98860 -4.43840 1.55598 0.5264
H 1.67496 -4.58907 -1.08651 0.6444
S 1.83522 -0.02104 -0.10626 0.0403
C 2.23350 1.63819 0.15333 0.5097
C 3.47885 1.96340 0.81039 -0.2042
N 4.48369 2.19457 1.31999 -0.5091
C 1.36059 2.56428 -0.24813 0.7578
S -0.09140 2.04532 -1.01969 -0.1738
C 1.56404 3.97548 -0.00109 -0.0747
N 1.71037 5.09649 0.21249 -0.5418
```

***

DFT (ωB97M-V with the def2-TZVPD basis set) results for C48H35N6Rb as an isolated structure.

E_LUMO: 3.924 eV
Maximum force: 0.0200 Eh/bohr
Net charge: -2
Orbital gap: 0.1326 hartree
Energy above the lowest of the compared OMol25 structures with the same formula, charge and spin: 23.6 kcal/mol

Structure (XYZ):
```
90
Properties=species:S:1:pos:R:3:mulliken_charge:R:1
Rb 0.28783 1.36637 -1.64670 0.3580
C -5.59464 5.07328 2.04070 -0.2706
C -4.63168 5.50421 1.13663 -0.9097
C -3.61052 4.65116 0.74413 0.0677
C -3.52802 3.35155 1.24497 -0.3636
C -4.49903 2.93274 2.15213 -0.0509
C -5.52316 3.78234 2.54643 -0.8798
C -2.42767 2.43771 0.82102 1.4808
C -1.12332 2.78268 1.24467 0.1827
C -0.78221 3.93296 2.08063 -1.3761
C 0.56019 3.89130 2.25231 -1.2664
C 1.02871 2.71207 1.52875 -0.0696
N -0.01220 2.08423 0.95038 -0.0308
C 2.37402 2.29780 1.44141 1.2098
C 2.87753 1.16822 0.77044 -0.0221
C 4.28882 0.79205 0.73723 -1.2779
C 4.36443 -0.34697 0.01249 -1.4508
C 2.99544 -0.66810 -0.39043 0.1604
C 2.62587 -1.79619 -1.16132 1.2874
C 3.70404 -2.76095 -1.51552 -0.4019
C 4.03534 -3.00942 -2.84845 -0.0212
C 5.02429 -3.92282 -3.18358 -0.8713
C 5.70936 -4.60892 -2.18888 -0.3232
C 5.39272 -4.37001 -0.85822 -0.8411
C 4.40052 -3.45781 -0.52809 -0.1451
C 1.32199 -2.12764 -1.59361 0.1946
N 0.21621 -1.37404 -1.40465 0.5972
C -0.84578 -2.07879 -1.85318 0.1670
C -2.19793 -1.68077 -1.75641 1.6762
C -3.20365 -2.59154 -2.37046 -0.6498
C -4.16577 -3.22999 -1.58837 -0.1345
C -5.09795 -4.08725 -2.15531 -0.7981
C -5.08667 -4.32813 -3.52279 -0.3221
C -4.13405 -3.69982 -4.31496 -0.7809
C -3.20592 -2.84137 -3.74378 -0.1896
C -2.69423 -0.52723 -1.10318 0.1145
C -4.09745 -0.11225 -1.11284 -1.4041
C -4.15975 1.03294 -0.39767 -1.3100
C -2.79712 1.31582 0.05226 0.0214
N -1.95886 0.35816 -0.40572 0.0866
C -0.39631 -3.36628 -2.37299 -1.1617
C 0.95050 -3.39722 -2.21238 -1.2417
N 2.14688 0.26647 0.07603 0.1545
C 3.37655 3.15228 2.14941 -0.5861
C 3.57098 3.03718 3.52318 0.2551
C 4.50180 3.83071 4.17975 -0.8154
C 5.25619 4.75511 3.46977 -0.2737
C 5.07018 4.87920 2.09890 -0.8577
C 4.13753 4.08457 1.44687 0.3447
H -6.39377 5.73769 2.34700 0.3594
H -4.67907 6.50731 0.72969 0.3691
H -2.86329 4.98309 0.03370 0.5000
H -4.43742 1.92603 2.54743 0.4628
H -6.26685 3.43611 3.25483 0.3591
H -1.47057 4.65931 2.48458 0.3880
H 1.17116 4.58136 2.81457 0.4087
H 5.10274 1.32779 1.20207 0.4226
H 5.25423 -0.90507 -0.23509 0.4705
H 3.50537 -2.46880 -3.62314 0.4504
H 5.26513 -4.09482 -4.22602 0.3594
H 6.48304 -5.32161 -2.44843 0.3609
H 5.91736 -4.90121 -0.07254 0.3853
H 4.14709 -3.27540 0.50956 0.4728
H -4.16865 -3.04596 -0.52071 0.4761
H -5.83368 -4.57387 -1.52555 0.3679
H -5.81364 -4.99744 -3.96711 0.3578
H -4.11790 -3.87325 -5.38455 0.3636
H -2.46851 -2.34439 -4.36226 0.4563
H -4.91052 -0.61120 -1.61744 0.4324
H -5.03389 1.63717 -0.20946 0.4033
H -1.02319 -4.14843 -2.77399 0.4660
H 1.61839 -4.20839 -2.46142 0.4349
H 2.97974 2.31349 4.07120 0.4486
H 4.63979 3.72577 5.24960 0.3516
H 5.98319 5.37513 3.98070 0.3542
H 5.65108 5.59904 1.53466 0.3695
H 3.98775 4.17957 0.37821 0.4861
N 0.15461 -3.84995 1.24122 0.3091
C -0.03806 -4.55382 2.40057 -0.2787
C -0.32781 -3.60512 3.34054 -0.6370
N -0.31639 -2.35036 2.78171 -0.6713
C -0.02374 -2.52563 1.52077 0.1035
H 0.37964 -4.21223 0.32873 0.2092
H 0.04475 -5.62558 2.44861 0.3913
H -0.54411 -3.75493 4.38630 0.4179
H 0.09110 -1.83370 0.69692 0.0443
C 0.73445 3.43211 -4.47569 -0.6414
H -0.25529 2.95428 -4.54244 0.0014
H 1.51545 2.65596 -4.45490 -0.0123
H 0.79086 4.03349 -3.55493 -0.0350
```

***

DFT (ωB97M-V with the def2-TZVPD basis set) results for C48H36F5KN4O5Te as an isolated structure.

E_LUMO: 3.668 eV
Maximum force: 0.0722 Eh/bohr
Net charge: -2
Orbital gap: 0.1786 hartree

Structure (XYZ):
```
100
Properties=species:S:1:pos:R:3:mulliken_charge:R:1
K -0.39417 3.13138 -1.12720 1.1849
C -6.43369 -5.41658 -3.46317 -0.8303
O -6.34916 -4.14113 -4.03480 -0.4651
C -5.37524 -3.28337 -3.55053 1.0245
C -4.41318 -3.63272 -2.61510 -0.5899
C -3.48838 -2.69011 -2.19866 -0.0443
C -3.50320 -1.38968 -2.68812 -0.6687
C -4.47835 -1.05229 -3.62204 0.1073
C -5.40101 -1.98581 -4.05312 -0.8233
C -2.45010 -0.44543 -2.24424 0.6273
C -2.75748 0.43747 -1.20658 -0.0595
C -4.07900 0.50170 -0.57648 -1.6996
C -4.02543 1.45668 0.36070 -1.3357
C -2.63324 1.96371 0.34668 0.2597
N -1.93935 1.32544 -0.65591 -0.5715
C -1.97300 2.41255 1.69565 1.4271
C -0.55497 2.26463 2.00973 -0.0409
C -0.03776 2.39957 3.33808 -1.3546
C 1.31717 2.31465 3.21490 -1.3214
C 1.58363 2.05126 1.82728 -0.3137
C 2.84585 1.73638 1.30765 1.5198
C 3.98762 1.81055 2.24597 -0.0300
C 5.02392 2.71363 2.05157 -0.5773
C 6.13030 2.73208 2.88496 -0.4899
C 6.22074 1.83429 3.93752 1.0322
O 7.29493 1.74678 4.80596 -0.4627
C 8.40029 2.56417 4.54303 -0.8366
C 5.17738 0.93936 4.15871 -0.8815
C 4.08111 0.92998 3.32243 -0.0713
C 3.14881 1.17904 0.05802 -0.0738
N 2.25659 0.83334 -0.89315 -0.2911
C 2.89607 0.04872 -1.76583 0.0383
C 2.30195 -0.70073 -2.80623 0.7328
C 3.12928 -1.78485 -3.39697 -0.2305
C 3.27803 -2.94649 -2.63970 0.1729
C 3.95405 -4.04472 -3.12878 -0.6514
C 4.51223 -4.00451 -4.39993 0.6135
O 5.21399 -5.08686 -4.93406 -0.4783
C 4.49609 -6.29342 -4.99166 -0.7522
C 4.40471 -2.84353 -5.15188 -0.7134
C 3.72043 -1.74539 -4.65458 -0.0570
C 0.94533 -0.75178 -3.10967 -0.1946
C 0.36921 -1.70697 -4.05225 -0.9190
C -0.96523 -1.64694 -3.87247 -1.1924
C -1.19022 -0.64966 -2.82826 0.5739
N -0.03497 -0.10234 -2.44997 -0.2561
C 4.29686 -0.06513 -1.41582 -1.3510
C 4.45769 0.64443 -0.27365 -0.8511
N 0.41665 2.07282 1.12895 -0.0667
C -2.87830 2.26451 2.86583 -0.3921
C -2.76618 1.09625 3.61501 -0.6014
C -3.60000 0.85409 4.69266 -0.8803
C -4.58066 1.78076 5.01980 0.8050
O -5.47088 1.64443 6.07076 -0.4561
C -5.48019 0.43498 6.77438 -0.8328
C -4.71286 2.93989 4.25817 -0.9810
C -3.86404 3.18754 3.19772 -0.0407
H -7.29595 -5.89944 -3.92588 0.2344
H -6.59222 -5.36730 -2.37872 0.3347
H -5.53704 -6.01562 -3.66515 0.3052
H -4.37146 -4.62963 -2.20017 0.3603
H -2.73536 -2.96579 -1.47482 0.5080
H -4.50647 -0.04676 -4.01400 0.4784
H -6.15867 -1.73115 -4.78016 0.3959
H -4.92033 -0.10952 -0.85425 0.4709
H -4.79480 1.81870 1.01245 0.8188
H -0.60675 2.59019 4.23103 0.5216
H 2.04577 2.41844 3.99901 0.4788
H 4.96750 3.41393 1.23132 0.4629
H 6.91154 3.45289 2.69767 0.3543
H 9.16111 2.28808 5.27420 0.2393
H 8.15696 3.62696 4.66229 0.3120
H 8.79235 2.39645 3.53251 0.3365
H 5.25088 0.25306 4.98942 0.3903
H 3.28069 0.22422 3.48619 0.5550
H 2.83339 -2.98054 -1.65592 0.5253
H 4.04951 -4.93129 -2.51816 0.3612
H 5.20331 -7.06352 -5.30163 0.2322
H 3.68500 -6.23244 -5.72863 0.2753
H 4.06588 -6.57247 -4.02517 0.3063
H 4.86576 -2.81421 -6.12902 0.3980
H 3.63090 -0.85449 -5.26032 0.4480
H 0.92492 -2.32733 -4.73538 0.4337
H -1.73239 -2.20790 -4.37780 0.4069
H 5.03893 -0.62100 -1.96503 0.4321
H 5.35935 0.76471 0.30067 0.3836
H -2.00948 0.37346 3.33886 0.5753
H -3.48093 -0.05853 5.25794 0.3432
H -6.26500 0.53286 7.52420 0.2406
H -4.52601 0.24394 7.27831 0.2948
H -5.71361 -0.41517 6.12261 0.3359
H -5.49413 3.63902 4.51526 0.4379
H -3.96124 4.09899 2.62707 0.8022
F -3.83929 6.19852 1.54408 -0.6233
Te -2.53938 5.31197 0.09703 1.3238
F -2.39099 4.19169 -1.68724 -0.6333
F -1.60962 5.23588 1.86631 -0.5312
F -4.37624 4.48008 -0.15119 -0.5432
F -0.44116 5.15759 -0.37271 -0.7239
O -2.35593 3.29587 0.68163 0.5533
```